Computed, not measured: a 4-piece molecular cluster, C4H13NO3 overall in a non-equilibrium geometry, with ωB97M-V/def2-TZVPD.

```
21
Properties=species:S:1:pos:R:3:forces:R:3:lowdin_charge:R:1
O -0.674864 0.900835 1.815076 -1.12 1.59 1.91 0.100
C -1.089738 1.879336 1.109822 1.64 -0.93 -1.91 0.028
C -1.123360 1.806132 -0.216440 -1.32 -2.57 -0.15 0.035
C -0.146073 0.866221 -0.903809 1.04 0.38 -1.90 -0.166
C 1.355932 0.860268 -0.584662 -0.27 0.13 1.26 -0.299
N 2.114952 -0.199692 -1.237662 -0.42 0.98 -0.67 0.026
H -2.607913 -1.126393 1.407991 0.00 0.07 -0.30 0.050
H -2.449047 -1.076187 0.674674 -0.01 -0.11 0.28 0.039
H -1.982259 1.864504 -0.874195 -0.28 1.16 0.52 0.137
H -0.282827 1.078409 -1.979884 0.23 -0.07 0.29 0.121
H -0.441209 -0.232357 -0.813002 -0.79 0.38 0.67 0.119
H 1.679810 1.903486 -0.727192 0.65 -0.55 -0.29 0.119
H 1.446469 0.610182 0.473921 0.03 0.30 0.11 0.081
H 2.260936 0.057273 -2.209477 0.03 -0.20 -0.04 0.065
H 1.527102 -1.036995 -1.227094 0.20 -0.23 0.13 0.040
H -0.375912 1.233930 2.685379 0.21 -0.48 0.06 0.179
H 0.454403 -1.855680 0.605770 -0.08 0.13 0.54 -0.033
O 0.744949 -1.370796 1.547875 0.23 -0.20 -0.37 -0.183
H 0.035363 -0.738212 1.626745 -0.15 -0.51 0.04 -0.075
H -0.311434 -3.183640 -0.596606 -0.13 0.00 -0.20 -0.038
O -0.135279 -2.240623 -0.577229 0.31 0.73 0.02 -0.346
```
Positions in Å, forces in eV/Å.

## Properties
Max |F| ... 2.9 eV/A
Energy relative to the best compared isomer or geometry (same formula, charge and spin) ... 9.566 eV
M ... 123.2 g mol⁻¹
Highest occupied orbital energy ... -8.102 eV
HOMO-LUMO gap ... 4.2 eV